No. 1
53
Properties=species:S:1:pos:R:3:forces:R:3:nbo_charge:R:1 method="wB97M-V/def2-TZVPD" e_lumo_ha="0.02004 / -0.06953" charge=0 orbital_gap_ev="7.76 / 5.96" e_above_lowest_ev=0.000 e_homo_ev="-7.21 / -7.85" spin_multiplicity=3
Pt -0.502131 0.116260 -0.167513 1.2 -0.5 3.2 0.86
P 0.686235 3.675869 1.955290 -0.4 -1.4 -0.9 0.78
P 0.477457 -3.316593 1.213208 -0.6 1.6 -0.5 0.79
F -0.881122 0.229728 2.742466 -0.8 0.0 -0.5 -0.36
F -2.490751 -0.868052 1.741749 0.4 0.7 -0.1 -0.36
F -2.421022 1.337565 1.610869 0.1 -0.8 0.4 -0.36
C -2.622938 0.354385 -2.356432 -0.5 -0.4 0.3 -0.44
C -0.629087 -4.685996 0.716609 0.2 -0.2 0.2 -0.95
C 0.266007 -1.359326 -1.450785 -1.5 -1.6 -1.6 -0.33
C 0.103447 -3.026444 2.981839 0.2 -0.4 0.0 -0.94
C 1.793997 5.119176 2.089180 0.0 0.1 -0.1 -0.95
C -1.637244 0.206576 1.591860 0.3 0.7 0.6 0.75
C -1.181053 -1.494784 -1.386254 1.4 -1.1 -1.1 -0.35
C 0.304192 0.759766 -2.925413 0.8 -0.4 -0.5 -0.45
C 2.188284 -3.944170 1.192613 -0.1 -0.3 0.3 -0.95
C 1.286692 1.013750 0.766125 0.4 -0.2 0.6 -0.64
C 0.886835 -0.663725 -2.639134 0.5 0.3 0.0 -0.44
C -1.761475 1.200080 -1.426141 0.3 0.8 -1.4 -0.27
C -0.283983 4.243117 0.487144 -0.5 0.2 0.3 -0.92
C -2.070652 -1.077430 -2.545521 -0.4 0.1 0.0 -0.44
C 1.690855 2.480689 0.863791 0.1 0.4 0.3 -0.70
C -0.369748 1.439185 -1.769821 -1.8 0.9 -0.3 -0.27
H 1.974823 0.522557 0.048175 -0.2 0.1 0.1 0.19
H 0.688478 -2.155611 3.313343 -0.2 -0.3 0.0 0.25
H 0.839574 -1.254635 -3.566527 -0.3 -0.1 0.2 0.22
H -0.963112 -2.775762 3.067319 0.3 -0.1 0.0 0.25
H 1.167272 1.364549 -3.217685 -0.2 0.1 -0.1 0.23
H 1.502236 5.681491 2.978839 0.2 0.0 0.0 0.24
H -1.209035 3.651988 0.412253 0.2 0.4 0.0 0.23
H 1.670334 2.897337 -0.158013 0.4 0.0 0.4 0.19
H 0.011105 2.427339 -1.531475 0.1 -0.3 0.3 0.23
H -1.556496 -1.170326 -3.509900 0.1 0.0 0.2 0.20
H -1.557055 -2.357265 -0.826159 0.2 0.5 0.2 0.23
H 1.413723 0.505978 1.730883 -0.2 0.1 -0.1 0.21
H -0.352311 0.708201 -3.794642 -0.2 0.1 0.0 0.22
H -0.479550 5.311774 0.626389 -0.4 -0.2 -0.2 0.22
H 2.285557 -4.689705 1.990238 0.5 0.0 -0.2 0.22
H 1.965569 -0.568381 -2.453801 -0.2 0.1 0.1 0.21
H -3.637826 0.246768 -1.940192 0.4 0.3 0.0 0.22
H 2.421987 -4.372499 0.206254 0.0 0.1 0.4 0.24
H 2.717334 2.592341 1.271699 -0.2 -0.4 -0.3 0.22
H -2.290728 1.928733 -0.800617 0.3 -0.1 -0.4 0.24
H 0.829149 -2.148246 -0.926489 -0.1 0.9 -0.2 0.24
H -0.374969 -4.988575 -0.311461 -0.1 0.0 0.4 0.23
H 2.828611 4.791544 2.175620 0.1 0.2 0.0 0.23
H 0.349955 -3.913884 3.583881 -0.2 0.3 0.1 0.21
H -2.932877 -1.759906 -2.591690 0.3 0.1 0.0 0.22
H 1.648378 5.759851 1.218850 0.4 0.1 0.0 0.22
H 2.854860 -3.084024 1.369227 -0.2 -0.4 0.0 0.24
H -0.536228 -5.537256 1.404529 -0.2 0.0 -0.3 0.22
H -2.757154 0.833656 -3.337774 0.1 0.1 0.2 0.21
H 0.307296 4.103802 -0.427471 -0.2 0.3 0.2 0.20
H -1.661707 -4.291466 0.710642 0.4 -0.3 0.1 0.24

***

No. 2
70
Properties=species:S:1:pos:R:3:forces:R:3:nbo_charge:R:1 method="wB97M-V/def2-TZVPD" e_lumo_ha="-0.04809 / -0.08450" charge=0 orbital_gap_ev="6.40 / 5.81" e_above_lowest_ev=0.219 e_homo_ev="-7.71 / -8.11" spin_multiplicity=2
Ir 0.122299 -0.398451 0.250475 -0.1 0.0 0.3 0.89
S 4.932279 -5.294703 2.183748 0.0 0.0 0.0 0.00
S 2.319733 -0.587321 -0.027928 0.0 0.1 -0.1 0.23
S 0.204154 -1.918520 1.893672 0.1 0.0 0.0 0.19
S 4.222594 -2.820496 0.708542 0.0 0.0 0.0 0.48
S 2.253416 -4.054070 2.464359 0.1 0.1 0.0 0.48
P -1.512334 -2.722038 -1.387492 0.0 -0.3 0.4 1.80
F -1.192478 0.464036 -3.357291 0.0 0.0 0.0 -0.55
F -0.353718 2.575736 -3.024544 0.0 0.0 0.0 -0.55
F 1.068597 0.855639 -3.573094 0.0 0.0 0.0 -0.55
F 0.096643 0.917862 -1.485875 0.0 0.1 0.0 -0.59
N -1.161923 -1.384174 -0.629052 0.0 0.3 -0.6 -1.16
C 1.335932 -2.519965 -4.277177 0.0 0.0 0.0 -0.19
C -1.419961 -4.160843 -0.288146 0.0 0.0 -0.1 -0.43
C 0.138612 -4.586257 -4.590934 0.0 0.0 0.0 -0.24
C -0.430040 1.473563 2.193559 -0.1 0.1 0.1 0.02
C -0.655006 -4.297703 -3.495976 0.0 0.0 0.0 -0.13
C -3.207743 -2.572943 -1.962770 0.0 0.0 0.0 -0.42
C 0.451820 2.837961 0.366171 0.0 0.0 0.0 0.05
C 0.654926 1.961118 1.445810 0.0 -0.1 0.1 -0.32
C -1.727897 1.765088 1.755029 0.1 -0.1 0.0 -0.27
C 0.544292 -2.229091 -3.174536 0.0 0.0 0.0 -0.16
C 3.871679 -4.114397 1.818335 -0.1 0.0 0.0 -0.57
C -0.119461 -5.908571 0.742499 0.0 0.0 0.0 -0.23
C -1.941474 2.586494 0.658423 0.0 0.0 0.0 0.03
C 2.671739 -2.026271 0.822246 0.1 0.0 -0.1 -0.46
C -5.775938 -2.286955 -2.960371 0.0 0.0 0.0 -0.19
C -0.843266 3.143473 -0.002332 0.0 0.0 0.0 -0.17
C -3.676172 -1.309076 -2.313168 0.0 0.0 0.0 -0.17
C 1.750917 -2.601902 1.640374 -0.2 -0.2 0.2 -0.44
C -4.020531 -3.693781 -2.118184 0.0 0.0 0.0 -0.13
C -1.104235 -6.074906 1.704567 0.0 0.0 0.0 -0.19
C -4.963727 -1.172059 -2.809500 0.0 0.0 0.0 -0.20
C -2.246411 -5.283707 1.676455 0.0 0.0 0.0 -0.21
C -2.401505 -4.325279 0.689008 0.0 0.0 0.0 -0.18
C -0.276134 -4.953869 -0.253091 0.0 0.0 0.0 -0.14
C -3.336709 2.887505 0.187153 0.0 0.0 0.0 -0.64
C -0.207009 0.845775 3.541104 0.0 0.0 0.0 -0.64
C -0.447870 -3.115761 -2.782368 0.0 0.0 0.0 -0.45
C -5.304709 -3.547387 -2.617395 0.0 0.0 0.0 -0.24
C 1.623687 3.396886 -0.385370 0.0 0.0 0.0 -0.65
C 1.134877 -3.695921 -4.980581 0.0 0.0 0.0 -0.19
B -0.109437 1.220394 -2.954516 -0.1 0.0 0.0 1.37
H 0.686858 -1.302647 -2.640389 0.0 0.0 0.0 0.25
H 0.770164 0.370706 3.610865 0.0 0.0 0.0 0.22
H -3.660219 -4.676214 -1.837562 0.0 0.0 0.0 0.21
H 1.748966 -3.920683 -5.843135 0.0 0.0 0.0 0.22
H 0.775632 -6.516498 0.767823 0.0 0.0 0.0 0.22
H 0.500251 -4.820311 -0.997044 0.0 0.0 0.0 0.22
H 1.386136 3.493819 -1.443314 0.0 0.0 0.0 0.25
H 2.497630 2.753276 -0.279506 0.0 0.0 0.0 0.22
H -2.572008 1.349775 2.294824 0.0 0.0 0.0 0.22
H -5.938365 -4.416506 -2.736114 0.0 0.0 0.0 0.22
H -0.021671 -5.501293 -5.145969 0.0 0.0 0.0 0.22
H 1.663946 1.808242 1.814236 0.0 -0.1 0.0 0.23
H 2.090589 -1.810984 -4.589305 0.0 0.0 0.0 0.23
H -3.281060 -3.691991 0.682660 0.0 0.0 0.0 0.23
H -0.256738 1.629245 4.300928 0.0 0.0 0.0 0.23
H -0.981687 -6.820034 2.479999 0.0 0.0 0.0 0.22
H -3.341602 3.117834 -0.877541 0.0 0.0 0.0 0.23
H -3.746008 3.749834 0.718006 0.0 0.0 0.0 0.23
H -3.013013 -5.409797 2.429961 0.0 0.0 0.0 0.22
H -3.020341 -0.453383 -2.220675 0.0 0.0 0.0 0.26
H -1.431952 -4.991560 -3.195833 0.0 0.0 0.0 0.21
H 1.887377 4.385279 -0.001561 0.0 0.0 0.0 0.22
H -1.006593 3.772394 -0.868521 0.0 0.0 0.0 0.22
H -5.328392 -0.192230 -3.088119 0.0 0.0 0.0 0.22
H -4.000571 2.041655 0.365742 0.0 0.0 0.0 0.22
H -6.779422 -2.175874 -3.350522 0.0 0.0 0.0 0.22
H -0.971015 0.105634 3.777128 0.0 0.0 0.0 0.22

***

No. 3
123
Properties=species:S:1:pos:R:3:forces:R:3:lowdin_charge:R:1 method="wB97M-V/def2-TZVPD" e_lumo_ha=0.07823 charge=-1 orbital_gap_ev=5.95 e_above_lowest_ev=0.000 e_homo_ev=-3.82
F -0.200545 -2.566197 -1.263828 0.0 0.3 -0.2 0.11
F -1.655852 -1.176128 -2.054320 0.1 0.1 -0.2 0.11
F -1.021099 -1.007385 -0.009484 0.1 -0.1 0.0 0.05
O 0.972916 4.853651 -2.514151 0.5 -0.7 -0.5 0.14
O 2.890052 2.065852 2.783728 0.1 0.2 0.3 0.13
O -3.398115 -5.624108 2.215128 0.4 0.4 0.5 -0.01
O -0.246740 -6.788315 2.925006 0.0 -0.5 0.2 0.12
O 5.598736 -4.643922 1.754073 0.4 -0.2 0.6 0.00
O 1.087668 -1.799412 5.817254 0.0 -0.1 0.0 0.11
O 5.390507 -3.386802 -0.095028 -0.2 0.0 -0.5 0.14
O 4.271681 3.677529 3.582001 0.2 0.0 0.1 0.00
O -0.212858 3.875468 -5.978163 0.5 -0.7 -0.6 0.16
O 1.227081 -2.125483 3.577027 0.0 -0.1 0.7 0.02
O -2.822634 2.271722 -0.900025 0.7 -0.2 0.1 0.11
O -1.417988 4.779338 -4.309466 0.2 0.9 -0.1 0.02
O -3.977513 1.549655 -4.710742 -0.3 0.4 0.1 -0.01
O -0.669597 6.074405 -5.867425 -0.2 0.2 -0.1 -0.05
O -3.001145 0.767895 -6.576369 0.1 -0.2 -0.3 0.13
O 1.746828 -0.574844 -0.860842 -0.2 -0.4 0.1 -0.09
O -3.618436 2.924313 -6.336898 0.2 0.3 0.2 0.00
O -0.421208 -0.973626 4.363380 0.2 -0.2 -0.6 0.01
O -3.687910 1.703010 1.137654 0.2 0.1 0.2 0.00
O -4.887622 2.833054 -0.235491 -0.2 0.5 0.4 0.00
O 0.279407 6.955032 -2.156569 -0.1 0.3 0.3 0.01
O 6.756153 -2.834119 1.612619 -0.2 0.0 0.4 0.00
O -3.191281 -3.821186 1.075411 0.3 0.3 0.2 0.02
O -0.589346 -5.102955 4.383489 -0.4 0.0 0.5 0.00
O -0.176097 5.467423 -0.676275 -0.3 0.5 0.1 0.02
O 4.653940 1.632615 4.126147 0.2 -0.1 0.5 0.00
O -0.289420 -4.635457 2.309188 0.2 0.8 0.3 0.00
O 0.859510 -0.380462 -2.919863 0.1 -0.2 -1.1 -0.12
O -4.271156 -5.575260 0.136559 -0.1 0.1 0.0 0.13
C 2.250833 -3.081185 3.806023 1.1 -0.6 -1.3 -0.04
C 0.411825 5.666373 -1.849383 -0.1 0.4 0.2 -0.63
C -2.582548 0.839690 1.529722 -1.0 -0.1 -0.5 0.01
C 4.615041 -5.538249 1.266164 -0.4 0.3 -1.0 -0.04
C 0.567907 -0.275424 -1.695957 -0.2 0.6 -0.1 -0.58
C -1.237687 -0.624579 5.452234 -0.4 0.4 0.6 -0.06
C -3.794467 0.290439 -4.072141 0.2 -0.8 0.2 -0.03
C -0.699151 4.805418 -5.422348 -0.7 -0.1 0.5 -0.63
C 3.552616 4.672180 2.863859 0.2 0.3 -0.4 -0.05
C 1.857425 -0.369568 0.519834 0.1 0.4 0.2 -0.29
C -1.631785 3.556827 -3.633792 -0.3 -1.7 0.0 -0.01
C -0.548357 -1.255738 -1.284517 -0.3 -0.6 0.9 -0.51
C -3.488586 1.658189 -5.940183 0.1 -0.3 0.2 -0.64
C -0.374040 -5.618951 3.176390 0.2 -0.2 -0.5 -0.66
C 7.065026 -1.613511 0.953419 0.6 0.3 -0.4 -0.04
C -3.972642 -6.879493 2.492727 -0.2 -0.7 -0.2 -0.05
C -5.020422 3.692291 -1.370112 0.1 0.2 -0.1 -0.03
C -3.681171 -5.045578 1.042681 0.0 -0.4 -0.1 -0.62
C -0.130242 6.236326 -7.170546 -0.2 -0.3 -0.5 -0.04
C 0.711168 7.312046 -3.465842 -0.2 0.1 -0.4 -0.03
C 3.837199 2.422587 3.435950 -0.2 -0.3 -0.3 -0.61
C -0.288454 4.142268 -0.214967 0.2 -1.4 0.5 -0.04
C -2.988126 3.232747 -7.583028 -0.3 0.2 -0.1 -0.03
C 5.861940 -3.596980 0.980829 0.2 0.0 0.1 -0.63
C -0.930639 -6.054302 5.402792 -0.3 0.1 -0.3 -0.03
C -3.530334 -2.983312 -0.035696 -0.8 0.1 0.2 -0.01
C 0.673472 -1.656171 4.694694 -0.1 0.1 -0.2 -0.61
C -3.681541 2.269079 -0.065393 -0.7 -0.4 0.0 -0.61
C 3.165032 -1.048113 0.866371 0.2 0.3 0.7 -0.07
C 4.186364 0.298210 4.416258 -0.4 0.6 0.1 -0.01
C 0.369266 -4.879517 1.073439 0.7 -0.1 -0.4 -0.01
H 4.143609 -0.286795 3.505407 0.1 -0.1 0.1 0.06
H -0.693680 -0.015309 6.173527 0.0 -0.1 0.1 0.10
H -5.566282 4.593188 -1.090525 -0.2 -0.3 0.3 0.09
H -5.041067 -6.870406 2.277176 0.0 0.0 0.0 0.10
H 7.379897 -0.888269 1.699280 -0.1 -0.1 0.2 0.09
H -3.504792 -7.695590 1.936484 0.0 0.2 -0.2 0.10
H -1.528563 2.660269 -4.253880 0.2 0.5 -0.4 0.11
H -3.772918 0.474398 -3.001438 0.0 0.1 0.0 0.08
H 3.423690 -0.970716 1.928065 -0.3 0.0 0.0 0.03
H 6.222051 -1.229981 0.387041 -0.1 -0.1 0.0 0.08
H 3.636702 -5.064307 1.366731 -0.1 -0.3 0.3 0.08
H -4.600711 -0.406182 -4.316295 -0.1 0.2 -0.1 0.10
H 0.978690 -4.006927 0.835736 -0.5 0.3 0.0 0.09
H 7.912384 -1.781757 0.284056 -0.1 0.0 -0.1 0.10
H -3.354973 -1.955023 0.253185 0.5 -0.1 0.2 0.07
H 0.748459 8.397579 -3.493060 0.1 0.0 0.1 0.09
H 4.869039 -0.088417 5.163962 0.2 -0.1 -0.2 0.10
H 1.867054 -4.100711 3.848494 -0.4 0.2 0.4 0.09
H 4.107665 5.601359 2.978047 0.0 -0.1 0.3 0.09
H 1.683453 6.888037 -3.708418 0.0 0.0 0.1 0.10
H -0.047953 -6.574056 5.768659 0.0 0.1 0.0 0.10
H 2.922495 -2.877238 4.634285 -0.4 0.2 0.3 0.10
H -0.058868 3.381159 -0.960067 0.0 0.3 -0.2 0.08
H -1.640672 -6.790062 5.022917 0.1 0.0 -0.1 0.08
H 3.553525 4.460690 1.797129 -0.3 -0.3 0.0 0.10
H -0.354715 -5.064619 0.285980 0.0 0.0 0.0 0.10
H -3.792496 -7.095196 3.543730 -0.1 0.3 0.1 0.08
H -1.299818 3.951595 0.135245 -0.1 0.3 -0.1 0.08
H -4.045016 4.030255 -1.714243 0.0 -0.3 -0.1 0.08
H 0.042590 7.293855 -7.340071 0.1 0.1 0.3 0.09
H 3.095982 -2.103383 0.608809 0.2 0.0 -0.2 0.07
H 1.087155 -5.700590 1.146357 -0.4 -0.2 0.1 0.09
H 0.157651 0.739906 -1.401845 0.1 0.0 0.6 0.14
H 3.193146 0.352247 4.869337 0.0 0.0 -0.2 0.10
H 0.391644 3.946282 0.613479 0.1 0.3 0.1 0.09
H -1.425348 -5.480418 6.181292 0.2 0.0 0.1 0.09
H 0.774581 5.648048 -7.299720 0.1 0.1 0.0 0.10
H -2.066226 -0.037623 5.066288 0.0 0.0 -0.2 0.08
H -4.610904 -3.063536 -0.166621 0.1 -0.2 -0.6 0.10
H -2.834230 -0.159552 1.187358 0.3 0.0 -0.2 0.07
H -0.937529 3.370262 -2.819182 0.0 0.6 0.0 0.08
H 1.061316 -0.772649 1.159526 -0.2 -0.2 -0.4 0.10
H 4.722819 -6.475814 1.793009 -0.1 0.0 0.3 0.09
H -0.865187 5.901353 -7.908822 0.1 -0.1 0.0 0.09
H -5.560044 3.153051 -2.145755 0.1 0.1 -0.2 0.10
H -2.142533 2.583039 -7.780289 -0.1 -0.2 0.0 0.10
H -2.945528 -3.230967 -0.913306 -0.1 -0.1 -0.1 0.10
H -1.653614 1.168372 1.081705 0.2 0.0 0.2 0.09
H -3.762763 3.176350 -8.348590 0.3 -0.1 -0.2 0.10
H -1.634924 -1.520057 5.929694 0.1 0.0 0.1 0.10
H -0.023012 6.970396 -4.198239 0.3 0.2 0.3 0.07
H 1.915285 0.696006 0.781779 0.0 0.1 -0.1 0.10
H -2.621466 4.253485 -7.517539 -0.1 0.1 0.1 0.08
H 2.541224 4.781751 3.245697 -0.1 -0.1 -0.1 0.10
H -2.630974 0.795012 2.611297 0.4 0.4 0.1 0.08
H 2.862209 -3.067714 2.900085 0.0 0.2 0.0 0.08
H 4.740489 -5.712458 0.193703 0.2 0.0 0.1 0.10
H 3.980312 -0.546422 0.344511 0.0 -0.3 -0.3 0.08
H -2.856190 -0.182495 -4.360675 0.0 0.2 0.0 0.10
H -2.664962 3.557995 -3.303686 0.1 0.2 0.2 0.08

***

Question: Among the records above, which one has the lowest charge?
Answer: C31H60F3O29